Record 1
A cluster of 2 separate species, C20H35N7O4 in total in a non-equilibrium geometry, computed with ωB97M-V/def2-TZVPD.

Properties
LUMO energy ... -0.006 Eh
Electronic energy ... -1467.37230 Eh
HOMO level ... -8.76 eV
Charge ... 0
SMILES ... Nc1nc(N)c(N=O)c(OCC2CCCCC2)n1.CNC(=O)[C@H](CC(C)C)NC(C)=O
Gap between HOMO and LUMO ... 8.600 eV

CARTESIAN COORDINATES (ANGSTROEM)
O 3.443 1.588 -2.205
O 0.269 -5.758 -1.586
O -2.289 -2.741 0.561
N 2.431 2.064 -1.679
N -1.038 1.196 -1.088
N 0.099 -0.792 -1.571
O 0.096 3.227 -0.934
C 0.242 -4.542 -1.717
C -1.733 -3.693 1.097
C -0.956 -0.073 -1.324
C 0.093 1.881 -1.186
C 1.189 -0.084 -1.671
C 1.284 1.278 -1.531
N -2.126 -0.666 -1.240
N 2.218 -0.887 -1.975
N -2.365 -4.350 2.076
N -0.007 -3.702 -0.712
C 0.507 -3.929 -3.072
C -1.892 -5.524 2.810
C 3.116 -3.854 0.653
C 2.661 -4.634 2.960
C -1.126 3.816 -0.460
C -1.239 8.177 -0.062
C 0.040 7.530 -0.601
C -1.873 7.320 1.039
C -0.227 6.105 -1.094
C -2.134 5.892 0.548
C -0.842 5.243 0.025
C 2.055 -4.473 1.564
C 0.773 -3.615 1.627
C -0.318 -4.122 0.662
H -2.066 -1.563 -0.762
H -2.785 -0.008 -0.855
H 2.999 -0.382 -2.383
H 1.902 -1.734 -2.423
H -3.286 -3.999 2.292
H -0.016 -2.708 -0.920
H -0.173 -3.094 -3.236
H 0.339 -4.686 -3.837
H 1.539 -3.596 -3.114
H -1.003 -5.279 3.393
H -1.657 -6.333 2.116
H -2.670 -5.869 3.493
H 3.985 -4.509 0.604
H 2.715 -3.737 -0.352
H 3.416 -2.878 1.033
H 2.901 -3.656 3.379
H 1.954 -5.145 3.613
H 3.570 -5.232 2.899
H -1.870 3.830 -1.264
H -1.535 3.236 0.375
H -1.008 9.170 0.335
H -1.955 8.304 -0.881
H 0.797 7.506 0.190
H 0.436 8.133 -1.423
H -1.206 7.291 1.906
H -2.816 7.776 1.359
H -0.907 6.136 -1.952
H 0.717 5.667 -1.432
H -2.885 5.915 -0.249
H -2.540 5.296 1.372
H -0.123 5.182 0.849
H 1.816 -5.471 1.197
H 1.001 -2.567 1.427
H 0.375 -3.663 2.640
H -0.315 -5.210 0.697

Atoms 1-6, force components in eV/Å:
-1.18 -0.29 0.65
-0.01 -0.06 0.24
-0.03 0.10 -0.05
0.45 0.43 -0.45
1.45 4.28 0.18
-0.68 -0.56 0.16

***

Record 2
A cluster of 2 separate species, C6H12O in total in a non-equilibrium geometry, computed with ωB97M-V/def2-TZVPD.

Properties
LUMO energy ... 0.015 Eh
Electronic energy ... -310.87753 Eh
HOMO level ... -8.21 eV
Charge ... 0
SMILES ... C=C(C)/C=C\C.O
Relative energy (zero: lowest compared OMol25 entry of this formula, charge and spin) ... 114.0 kcal per mole
Gap between HOMO and LUMO ... 8.614 eV

CARTESIAN COORDINATES (ANGSTROEM)
C 1.118 1.124 -0.880
C 0.623 -0.023 0.017
C 0.881 -1.201 -0.432
C 0.954 2.357 1.699
C 0.036 1.264 2.019
C 0.248 0.013 1.504
H 1.460 0.714 -1.918
H 1.874 1.915 -0.748
H 0.184 1.688 -1.115
H 1.892 -1.660 -0.697
H 0.327 -1.922 0.191
H 0.541 3.138 1.145
H 1.400 2.929 2.627
H 1.861 2.015 1.208
H -0.355 1.383 2.982
H 0.235 -0.964 1.983
H -4.354 -3.435 -3.301
H -4.139 -5.050 -2.993
O -4.785 -4.287 -3.292

Atoms 1-6, force components in eV/Å:
-0.60 0.45 -2.63
2.59 2.99 1.89
1.38 -5.48 1.03
2.17 1.77 1.40
1.56 -2.69 0.77
-1.27 2.79 -2.59

***

Record 3
A cluster of 2 separate species, F2N2O2 in total in a non-equilibrium geometry, computed with ωB97M-V/def2-TZVPD.

Properties
LUMO energy (spin up / spin down) ... -0.109 / -0.166 Eh
Electronic energy ... -459.36437 Eh
HOMO level (spin up / spin down) ... -12.23 / -12.34 eV
Charge ... 0
Relative energy (zero: lowest compared OMol25 entry of this formula, charge and spin) ... 56.4 kcal per mole
Gap between HOMO and LUMO (spin up / spin down) ... 9.262 / 7.815 eV

CARTESIAN COORDINATES (ANGSTROEM)
N 0.651 -0.372 -0.035
N -0.107 0.648 -0.711
O 1.326 -0.005 0.878
O 0.518 -1.443 -0.524
F -2.243 -0.580 0.416
F -0.144 1.752 -0.024

Atomic forces in eV per Å
0.54 1.10 1.13
-1.56 -0.29 -2.04
0.58 -0.13 0.75
-0.20 -0.83 -0.55
0.14 0.11 -0.09
0.51 0.04 0.81

***

Record 4
The ion Br2H2O2P with charge +1 in a non-equilibrium geometry, computed with ωB97M-V/def2-TZVPD.

Properties
LUMO energy ... -0.247 Eh
Electronic energy ... -5640.83627 Eh
HOMO level ... -15.88 eV
Charge ... +1
Relative energy (zero: lowest compared OMol25 entry of this formula, charge and spin) ... 13.5 kcal per mole
Gap between HOMO and LUMO ... 9.146 eV

CARTESIAN COORDINATES (ANGSTROEM)
O -0.113 -0.635 -1.241
O 0.699 -0.628 1.035
P -0.203 0.121 0.062
Br 0.768 2.307 -0.633
Br -2.226 0.223 0.823
H 0.641 -0.310 -1.840
H 0.433 -1.078 1.794

Atoms 1-6, force components in eV/Å:
1.11 -0.12 -2.89
1.42 1.29 -1.43
-0.07 3.48 0.45
-1.32 -2.82 1.28
1.12 0.06 -0.56
-1.43 -0.73 0.74

***

Record 5
A cluster of 3 separate species, C23H51NO9P in total, computed with ωB97M-V/def2-TZVPD.

Properties
LUMO energy ... -0.088 Eh
Electronic energy ... -1979.87089 Eh
HOMO level ... -11.03 eV
Charge ... +1
Gap between HOMO and LUMO ... 8.638 eV

CARTESIAN COORDINATES (ANGSTROEM)
C 0.005 1.978 -0.437
C -0.639 0.584 -0.475
P 0.562 -0.781 -0.219
C -0.597 -2.163 0.026
N 1.042 -0.254 1.557
C 2.463 0.241 1.533
C 3.469 -0.873 1.252
O 3.909 -1.577 2.113
O 3.768 -0.963 -0.042
C 4.631 -2.080 -0.412
C 6.083 -1.743 -0.393
O 4.094 -3.076 -0.724
C 0.789 -1.203 2.709
C 0.353 -0.527 4.033
C 0.975 0.833 4.362
C -1.174 -0.409 4.053
H -0.612 2.701 -0.974
H 0.100 2.366 0.583
H 0.992 1.984 -0.910
H -1.039 0.382 -1.476
H -1.478 0.509 0.226
H -1.155 -2.206 -0.918
H -0.062 -3.106 0.148
H -1.335 -2.036 0.815
H 0.475 0.577 1.736
H 2.699 0.624 2.521
H 2.532 1.036 0.794
H 6.443 -1.732 -1.425
H 6.604 -2.538 0.141
H 6.285 -0.782 0.074
H 1.675 -1.823 2.826
H -0.021 -1.850 2.395
H 0.669 -1.226 4.812
H 0.562 1.184 5.309
H 2.058 0.799 4.491
H 0.724 1.608 3.625
H -1.522 0.149 4.922
H -1.538 0.094 3.148
H -1.630 -1.403 4.072
C 4.327 1.996 -1.443
O 4.647 3.278 -1.898
C 5.056 3.364 -3.255
C 4.266 4.406 -4.012
O 2.909 4.058 -4.229
C 1.975 4.238 -3.184
C 1.599 5.675 -2.896
O 2.636 6.358 -2.225
C 2.824 7.698 -2.630
H 5.210 1.416 -1.147
H 3.693 2.128 -0.563
H 3.766 1.423 -2.191
H 4.945 2.394 -3.752
H 6.115 3.644 -3.293
H 4.700 4.461 -5.013
H 4.368 5.385 -3.541
H 2.293 3.744 -2.260
H 1.069 3.743 -3.544
H 0.699 5.661 -2.264
H 1.339 6.177 -3.834
H 2.808 7.790 -3.721
H 3.798 8.015 -2.264
H 2.058 8.360 -2.212
C -3.848 -1.460 1.637
O -4.002 -2.450 0.656
C -3.529 -3.740 1.011
C -4.553 -4.822 0.745
O -5.678 -4.768 1.597
C -6.728 -3.869 1.278
C -7.602 -4.297 0.122
O -6.930 -4.165 -1.117
C -7.211 -5.184 -2.050
H -2.838 -1.029 1.613
H -4.562 -0.663 1.433
H -4.031 -1.845 2.646
H -3.248 -3.765 2.071
H -2.636 -3.976 0.415
H -4.063 -5.771 0.981
H -4.832 -4.834 -0.310
H -6.360 -2.853 1.116
H -7.361 -3.865 2.168
H -8.494 -3.657 0.128
H -7.930 -5.331 0.276
H -7.179 -6.174 -1.583
H -6.448 -5.137 -2.826
H -8.193 -5.050 -2.516

Atoms 1-6, force components in eV/Å:
-0.05 -0.01 -0.07
0.05 0.12 0.07
-0.13 0.10 -0.11
0.10 -0.02 0.07
0.10 -0.13 0.16
0.04 0.05 0.16

***

Record 6
A structure of composition C2H2O4Sm in a non-equilibrium geometry, computed with ωB97M-V/def2-TZVPD.

Properties
LUMO energy (spin up / spin down) ... -0.264 / -0.206 Eh
Electronic energy ... -1036.05432 Eh
<S²> ... 9.053
HOMO level (spin up / spin down) ... -12.67 / -13.36 eV
Charge ... +1
2S+1 ... 6
Gap between HOMO and LUMO (spin up / spin down) ... 5.490 / 7.756 eV

CARTESIAN COORDINATES (ANGSTROEM)
C 1.962 -1.750 -0.432
O 1.938 -0.531 -0.528
H 1.665 -2.255 0.503
H 2.428 -2.364 -1.222
O -3.412 1.405 0.554
C -2.186 1.379 0.394
O -1.520 2.274 -0.307
O -1.400 0.468 0.942
Sm 0.524 1.375 0.097

Atoms 1-6, force components in eV/Å:
1.00 -0.15 0.32
-0.67 -0.12 0.01
-0.26 0.09 -0.29
-0.33 0.18 0.02
2.88 -0.13 -0.47
-4.10 0.16 0.71

***

Record 7
An isolated molecule of C23H24N4O7S in a non-equilibrium geometry, computed with ωB97M-V/def2-TZVPD.

Properties
LUMO energy ... 0.005 Eh
Electronic energy ... -2034.71598 Eh
HOMO level ... -8.34 eV
Charge ... 0
SMILES ... COc1ccc(C(=O)/C=C/Nc2ccc(S(=O)(=O)Nc3cc(OC)nc(OC)n3)cc2)c(OC)c1
Relative energy (zero: lowest compared OMol25 entry of this formula, charge and spin) ... 0.0 kcal per mole
Gap between HOMO and LUMO ... 8.481 eV

CARTESIAN COORDINATES (ANGSTROEM)
C 3.422 -2.955 -3.055
H 4.011 -2.205 -2.518
O 2.060 -2.889 -2.704
C 1.712 -3.139 -1.411
C 2.603 -3.417 -0.384
C 2.111 -3.629 0.893
C 0.759 -3.549 1.181
C -0.144 -3.306 0.132
C 0.341 -3.102 -1.149
H -0.313 -2.910 -1.984
O -1.469 -3.295 0.454
C -2.414 -3.192 -0.584
H -2.338 -2.233 -1.109
H -3.388 -3.263 -0.101
H -2.308 -4.007 -1.306
C 0.331 -3.762 2.600
O 0.645 -4.772 3.202
C -0.387 -2.674 3.252
C -0.658 -1.497 2.667
N -1.236 -0.431 3.288
C -1.628 0.719 2.631
C -2.077 0.658 1.307
C -2.406 1.815 0.632
C -2.255 3.038 1.258
C -1.868 3.114 2.583
C -1.578 1.956 3.280
H -1.273 2.005 4.315
H -1.774 4.085 3.040
S -2.514 4.557 0.361
O -1.736 5.598 0.951
O -3.912 4.794 0.151
N -1.946 4.197 -1.197
C -0.841 3.426 -1.409
N -0.036 3.274 -0.356
C 1.029 2.506 -0.520
N 1.339 1.821 -1.613
C 0.539 1.978 -2.661
C -0.584 2.807 -2.625
H -1.213 2.929 -3.488
O 0.803 1.318 -3.787
C 1.925 0.448 -3.770
H 2.072 0.138 -4.803
H 2.806 0.967 -3.391
H 1.724 -0.420 -3.140
O 1.886 2.368 0.482
C 1.623 3.119 1.656
H 2.546 3.095 2.233
H 0.808 2.667 2.224
H 1.345 4.145 1.408
H -2.628 4.271 -1.934
H -2.767 1.769 -0.384
H -2.181 -0.301 0.826
H -1.283 -0.441 4.298
H -0.386 -1.317 1.638
H -0.655 -2.854 4.285
H 2.794 -3.852 1.698
H 3.664 -3.471 -0.557
H 3.462 -2.747 -4.123
H 3.836 -3.950 -2.864

Atoms 1-6, force components in eV/Å:
0.22 -0.01 -0.04
-0.01 -0.03 0.00
-0.34 -0.06 0.19
-0.06 -0.03 0.18
0.20 0.05 -0.36
-0.36 0.07 0.04

***

Record 8
A structure of composition C5H8S in a non-equilibrium geometry, computed with ωB97M-V/def2-TZVPD.

Properties
LUMO energy ... 0.033 Eh
Electronic energy ... -593.33435 Eh
HOMO level ... -8.23 eV
Charge ... 0
Relative energy (zero: lowest compared OMol25 entry of this formula, charge and spin) ... 96.6 kcal per mole
Gap between HOMO and LUMO ... 9.131 eV

CARTESIAN COORDINATES (ANGSTROEM)
C -0.813 -0.256 -0.203
C 1.944 0.259 -0.709
C 1.931 0.291 0.814
C 0.853 -0.352 0.064
C -2.749 0.057 0.240
S -0.064 -1.878 0.025
H -0.922 -0.057 -1.266
H 1.734 1.183 -1.230
H 2.647 -0.378 -1.222
H 2.625 -0.352 1.338
H 1.754 1.237 1.303
H -2.802 0.412 1.253
H -3.123 -0.940 0.103
H -3.016 0.773 -0.511

Atoms 1-6, force components in eV/Å:
-0.49 0.02 -0.31
0.00 -0.01 -0.18
0.09 0.02 0.35
-3.96 0.35 -0.11
4.39 -0.48 0.21
0.26 0.02 0.05